# 1
An isolated ion of composition C24H22N and charge +1, computed with the ωB97M-V functional and the def2-TZVPD basis.

The calculation puts the LUMO energy at -4.09 eV. The energy above the lowest of the compared OMol25 structures with the same formula, charge and spin is 0.0 kJ/mol. The calculation puts the HOMO-LUMO gap at 7.737 eV. Its SMILES is Cc1ccc([C@@H](c2ccccc2)[n+]2ccc(C)c3ccccc32)cc1. As for the total charge: +1.

Geometry (Å):
C -5.145 -2.232 2.243
C -3.795 -1.625 2.020
C -3.636 -0.373 1.397
C -2.353 0.086 1.074
C -1.218 -0.672 1.375
C 0.144 0.029 1.012
C 1.402 -0.868 1.221
C 2.502 -0.163 1.647
C 3.596 -0.825 2.215
C 3.629 -2.229 2.187
C 2.646 -2.925 1.417
C 1.500 -2.245 0.935
C -1.379 -1.941 2.004
C -2.666 -2.360 2.401
H -5.068 -3.316 2.296
H -5.555 -1.877 3.191
H -5.876 -2.001 1.464
H -4.507 0.234 1.148
H -2.262 1.034 0.525
H 0.188 0.987 1.620
H 2.541 0.921 1.557
H 4.425 -0.238 2.656
H 4.511 -2.758 2.633
H 2.785 -3.986 1.196
H 0.752 -2.787 0.340
H -0.549 -2.636 2.159
H -2.800 -3.312 2.974
C -0.092 1.426 -4.746
C 0.102 1.207 -3.281
C -0.556 0.130 -2.692
C -0.430 -0.116 -1.333
N 0.256 0.616 -0.465
C 0.966 1.732 -1.006
C 0.911 2.031 -2.426
C 1.661 3.138 -2.907
C 2.412 3.938 -2.056
C 2.447 3.656 -0.693
C 1.714 2.578 -0.183
H 0.449 2.308 -5.091
H 0.248 0.568 -5.350
H -1.156 1.562 -5.009
H -1.196 -0.564 -3.258
H -0.962 -0.983 -0.939
H 1.678 3.404 -3.969
H 2.992 4.795 -2.385
H 3.031 4.263 -0.002
H 1.712 2.392 0.887

# 2
One molecule with the formula C5H6O, computed with the ωB97M-V functional and the def2-TZVPD basis.

The calculation puts the LUMO energy at 0.69 eV. The energy above the lowest of the compared OMol25 structures with the same formula, charge and spin is 241.2 kJ/mol. The calculation puts the HOMO-LUMO gap at 10.819 eV. Its SMILES is CC#CC(C)=O.

Geometry (Å):
C -0.118 -1.684 -1.539
C -0.279 -0.369 -0.924
C -0.451 0.764 -0.541
C -0.306 1.794 0.523
O -0.670 2.936 0.378
C 0.392 0.900 1.665
H -0.425 -2.496 -0.876
H -0.746 -1.684 -2.428
H 0.923 -1.837 -1.827
H -0.358 0.099 1.770
H 1.265 0.532 1.108
H 0.774 1.044 2.691

# 3
C22H26PSe2Si2V as an isolated structure, computed with the ωB97M-V functional and the def2-TZVPD basis.

The calculation puts the LUMO energy (spin up / spin down) at 2.39 / 2.39 eV. The spin multiplicity is 4. The calculation puts the HOMO-LUMO gap (spin up / spin down) at 6.446 / 5.816 eV. The expectation value of S² is 3.7797. As for the total charge: -1.

Geometry (Å):
V 0.243 0.491 0.259
Se 0.038 -0.649 -2.161
P -1.031 -2.030 -0.900
Se -1.147 -1.539 1.200
C -2.728 -2.263 -1.571
C -3.836 -2.358 -0.742
C -5.102 -2.585 -1.282
C -5.267 -2.714 -2.651
C -4.161 -2.604 -3.489
C -2.903 -2.372 -2.950
C -0.303 -3.708 -1.099
C -0.134 -4.565 -0.022
C 0.374 -5.849 -0.216
C 0.718 -6.281 -1.486
C 0.565 -5.421 -2.569
C 0.065 -4.142 -2.373
H -3.707 -2.251 0.327
H -5.957 -2.658 -0.622
H -6.252 -2.888 -3.068
H -4.279 -2.685 -4.563
H -2.053 -2.240 -3.608
H -0.397 -4.223 0.972
H 0.500 -6.506 0.635
H 1.115 -7.279 -1.634
H 0.847 -5.741 -3.565
H -0.009 -3.459 -3.210
C 1.455 0.805 3.858
Si 0.526 1.688 2.455
C -1.027 2.282 3.373
C 1.529 3.300 2.227
C 1.831 4.159 3.299
C 2.560 5.323 3.114
C 3.010 5.660 1.837
C 2.724 4.829 0.766
C 1.986 3.641 0.930
Si 1.572 2.469 -0.525
C 3.274 2.171 -1.319
C 0.795 3.645 -1.802
H 1.564 1.442 4.748
H 2.459 0.508 3.533
H 0.922 -0.107 4.153
H -0.781 2.837 4.290
H -1.657 1.427 3.649
H -1.629 2.940 2.735
H 1.488 3.910 4.302
H 2.779 5.968 3.957
H 3.581 6.569 1.683
H 3.083 5.107 -0.224
H 3.784 3.108 -1.583
H 3.168 1.570 -2.231
H 3.927 1.616 -0.635
H 1.447 4.498 -2.038
H -0.156 4.045 -1.431
H 0.584 3.107 -2.734

| no. | total energy (Eh) |
| --- | --- |
| 1 | -982.2581 |
| 2 | -269.2544 |
| 3 | -7521.2469 |